Entry 1:
Below is an isolated molecule of C7H8N2O at a distorted geometry, with properties calculated with wB97M-V/def2-TZVPD.

The geometry in XYZ format:
```
18
Properties=species:S:1:pos:R:3:forces:R:3:mulliken_charge:R:1
O -0.039 -2.040 1.905 0.057 -1.459 -0.782 -0.566
C 0.303 -1.965 0.503 -0.116 0.707 -0.304 -0.033
N 1.343 -0.945 0.301 -0.132 -1.336 0.710 -0.330
C 0.700 0.234 -0.038 -0.206 0.996 -0.617 0.506
C 1.207 1.510 -0.132 -0.313 -0.079 -0.058 -0.719
C 0.343 2.536 -0.595 0.352 -0.483 0.277 -0.519
C -0.963 2.254 -0.960 -0.655 -0.692 0.262 -0.434
C -1.486 0.914 -0.875 1.060 1.328 -0.394 -0.779
C -0.616 -0.059 -0.449 0.232 0.591 0.436 0.491
N -0.797 -1.417 -0.308 -0.180 -1.262 0.238 -0.267
H -0.261 -2.988 2.048 0.161 1.029 0.205 0.351
H 0.619 -2.961 0.116 -0.213 0.586 0.469 0.383
H 2.066 -0.940 1.027 -0.578 0.092 -0.468 0.285
H 2.249 1.665 0.151 -0.314 0.312 -0.108 0.344
H 0.743 3.544 -0.632 -0.216 -0.016 -0.102 0.347
H -1.643 3.061 -1.258 0.408 -0.377 0.011 0.335
H -2.478 0.679 -1.236 -0.061 0.032 0.173 0.360
H -1.746 -1.750 -0.129 0.712 0.030 0.051 0.245
```
Positions in Å, forces in eV/Å.

Summary:
max |F|	1.74	eV Å⁻¹
E_HOMO	-7.5	eV
frontier orbital gap	8.23	eV
SMILES	OC1Nc2ccccc2N1
energy relative to the best compared isomer or geometry (same formula, charge and spin)	0.0000	eV
charge	0
E_tot	-456.29424	Ha

Entry 2:
Below is a cluster of 2 separate species, C7H8N2O in total at a distorted geometry, with properties calculated with wB97M-V/def2-TZVPD.

The geometry in XYZ format:
```
18
Properties=species:S:1:pos:R:3:forces:R:3:mulliken_charge:R:1
C -4.085 0.220 -6.364 -0.361 0.298 0.044 -1.310
C -3.185 0.012 -5.181 0.943 -0.712 -0.850 0.676
C -2.003 0.749 -5.027 -0.716 -0.053 -0.032 -0.200
N -1.043 0.414 -4.155 1.063 -1.768 -2.365 -0.616
C -1.100 -0.829 -3.665 -0.298 1.906 3.059 -0.389
C -2.379 -1.333 -3.337 -1.011 0.641 -0.779 0.484
C -2.700 -1.486 -1.929 0.459 -1.112 1.404 0.088
N -2.839 -1.458 -0.770 0.082 -0.107 -2.158 -0.426
C -3.402 -1.006 -4.245 -0.227 0.831 1.169 -0.415
H -4.103 -0.672 -7.006 0.030 0.205 0.239 0.303
H -5.114 0.422 -6.038 0.189 -0.043 -0.177 0.322
H -3.739 1.061 -6.978 -0.137 -0.160 0.193 0.341
H -1.814 1.625 -5.654 -0.237 -0.003 0.491 0.334
H -0.241 -1.153 -3.072 -0.102 0.067 -0.213 0.407
H -4.424 -1.326 -4.033 0.265 -0.135 -0.207 0.375
O -1.354 1.959 -1.656 0.528 -0.664 1.407 -0.694
H -1.251 1.589 -2.557 0.484 -0.185 1.208 0.398
H -0.932 1.400 -0.916 -0.952 0.994 -2.435 0.322
```
Positions in Å, forces in eV/Å.

Summary:
max |F|	3.62	eV Å⁻¹
E_HOMO	-9.8	eV
frontier orbital gap	9.20	eV
SMILES	Cc1cncc(C#N)c1.O
energy relative to the best compared isomer or geometry (same formula, charge and spin)	2.1005	eV
charge	0
E_tot	-456.21704	Ha

Entry 3:
Below is a cluster of 2 separate species, C7H8N2O2S2 in total at a distorted geometry, with properties calculated with wB97M-V/def2-TZVPD.

The geometry in XYZ format:
```
21
Properties=species:S:1:pos:R:3:forces:R:3:mulliken_charge:R:1
C -1.592 2.749 -0.473 -0.279 -0.189 -0.359 0.146
C -2.730 -1.201 0.826 -0.287 2.206 2.039 -0.601
C -2.441 0.175 0.624 0.074 -1.711 -3.458 -0.580
C -2.452 -2.007 -0.198 1.114 0.019 -2.440 -0.313
C -1.902 0.386 -0.730 -1.929 -0.305 3.375 0.765
C 2.993 0.020 -0.413 -0.602 -2.465 -0.235 -1.107
C -1.411 1.567 -1.265 2.009 0.452 1.978 -0.245
N -1.800 3.614 0.251 -0.013 0.335 0.091 -0.445
N 0.742 1.580 -0.486 -0.819 -0.866 0.634 -0.630
O 0.992 -0.530 -1.863 0.027 -0.182 -0.574 -0.653
O 0.663 -0.721 0.615 1.036 0.339 -1.310 -0.615
S -1.841 -1.057 -1.549 -0.195 -2.695 -0.022 -0.056
S 1.246 -0.028 -0.546 -1.593 1.699 1.749 1.273
H -3.162 -1.487 1.783 0.125 -0.321 -0.289 0.395
H -2.963 0.889 1.183 0.189 1.384 0.989 0.494
H -2.464 -3.093 -0.234 -0.179 0.334 -0.207 0.443
H 3.159 -1.007 -0.820 0.631 0.613 0.749 0.337
H 3.484 0.695 -1.017 0.340 1.556 -2.039 0.361
H 3.409 0.246 0.527 -0.038 -0.433 1.642 0.338
H -1.079 1.645 -2.263 0.172 0.167 -0.952 0.375
H 0.487 1.681 0.539 0.217 0.063 -1.360 0.319
```
Positions in Å, forces in eV/Å.

Summary:
max |F|	3.90	eV Å⁻¹
E_HOMO (alpha / beta)	-9.1 / -8.7	eV
frontier orbital gap (alpha / beta)	7.15 / 6.68	eV
energy relative to the best compared isomer or geometry (same formula, charge and spin)	2.9074	eV
charge	0
E_tot	-1327.75174	Ha

Entry 4:
Below is a structure of composition C7H8N2O3SZn at a distorted geometry, with properties calculated with wB97M-V/def2-TZVPD.

The geometry in XYZ format:
```
22
Properties=species:S:1:pos:R:3:forces:R:3:mulliken_charge:R:1
O 0.118 3.749 -4.334 -0.543 -0.575 4.507 -0.114
C -0.024 3.605 -3.193 0.510 0.570 -4.376 0.104
Zn -0.412 2.734 0.724 2.007 -0.891 -1.234 0.426
C -2.418 3.090 0.156 -6.109 0.781 0.627 0.543
C 0.706 4.579 0.739 -0.082 0.371 0.506 0.477
O -3.567 3.256 0.166 6.046 -0.847 -0.362 -0.077
O 1.354 5.446 0.995 -0.034 -0.142 -0.281 -0.031
S 1.574 1.249 0.182 -2.372 1.014 0.746 -0.342
C 0.691 -0.276 0.256 0.610 -0.779 -3.181 0.394
N 0.714 -1.034 -0.872 -0.158 -0.362 2.536 -0.169
C 0.518 -2.536 -0.821 1.048 1.400 -0.941 -0.513
C -0.390 -2.883 0.281 -1.395 -0.373 0.861 -0.484
C -0.099 -2.178 1.591 -0.006 -0.089 -0.093 -0.569
N 0.078 -0.718 1.312 0.057 -0.125 2.634 -0.108
H 1.212 -0.671 -1.646 0.529 0.430 -0.730 0.233
H 1.506 -2.985 -0.690 -0.044 0.049 -0.153 0.320
H 0.117 -2.800 -1.798 0.055 -0.216 0.139 0.337
H -0.334 -3.953 0.453 -0.118 -0.175 0.009 0.339
H -1.414 -2.650 -0.002 -0.166 -0.086 -0.077 0.293
H 0.821 -2.598 2.040 -0.337 0.524 -0.032 0.319
H -0.936 -2.290 2.303 0.490 0.062 -0.395 0.346
H 0.185 -0.136 2.157 0.015 -0.540 -0.712 0.276
```
Positions in Å, forces in eV/Å.

Summary:
max |F|	6.19	eV Å⁻¹
E_HOMO	-17.1	eV
frontier orbital gap	7.49	eV
charge	+2
E_tot	-2783.65801	Ha

Entry 5:
Below is a structure of composition C7H8N2O5Ti at a distorted geometry, with properties calculated with wB97M-V/def2-TZVPD.

The geometry in XYZ format:
```
23
Properties=species:S:1:pos:R:3:forces:R:3:lowdin_spin:R:1
Ti 0.017 0.034 0.293 -0.156 -0.452 3.411 1.389
O 0.152 3.223 -0.365 -0.232 -5.608 0.542 0.074
C 0.105 2.067 -0.237 0.310 6.940 -1.132 0.068
C -0.088 -1.991 -0.342 -0.347 -6.863 -1.259 0.058
O -0.152 -3.145 -0.500 0.311 5.740 0.691 0.065
C 1.959 -0.066 -0.477 7.136 -0.291 -2.152 0.080
O 3.099 -0.124 -0.748 -6.014 0.292 1.392 0.089
C -1.923 0.120 -0.509 -6.760 0.375 -2.191 0.075
O -3.054 0.170 -0.799 5.691 -0.271 1.424 0.082
C 0.031 0.664 -4.706 0.023 0.243 -0.107 0.006
H -0.871 1.294 -4.748 0.424 -0.408 0.089 0.000
H 0.989 1.206 -4.726 -0.469 -0.372 0.079 0.000
C -0.032 -0.668 -4.770 -0.028 -0.249 -0.162 0.007
H 0.870 -1.295 -4.847 -0.437 0.415 0.125 0.000
H -0.990 -1.204 -4.869 0.487 0.372 0.140 0.000
N 1.150 -0.102 4.226 -0.937 0.046 -1.010 -0.001
C -0.021 -0.074 3.545 -0.044 0.241 3.014 0.005
N -1.177 0.012 4.251 1.125 -0.042 -0.866 -0.001
O -0.036 -0.115 2.281 0.049 0.043 -2.156 0.005
H 1.173 -0.007 5.226 -0.051 -0.051 0.187 0.000
H 2.049 -0.154 3.758 -0.426 0.003 -0.017 0.000
H -2.086 0.049 3.809 0.320 -0.035 -0.102 0.000
H -1.162 0.108 5.254 0.025 -0.067 0.061 0.000
```
Positions in Å, forces in eV/Å.

Summary:
max |F|	7.46	eV Å⁻¹
E_HOMO (alpha / beta)	-15.2 / -15.2	eV
frontier orbital gap (alpha / beta)	5.82 / 4.90	eV
energy relative to the best compared isomer or geometry (same formula, charge and spin)	0.7521	eV
charge	+2
spin multiplicity	3
E_tot	-1606.10386	Ha

Entry 6:
Below is a cluster of 2 separate species, C7H8N3O3S in total at a distorted geometry, with properties calculated with wB97M-V/def2-TZVPD.

The geometry in XYZ format:
```
22
Properties=species:S:1:pos:R:3:forces:R:3:mulliken_charge:R:1
C 0.912 0.384 1.506 1.067 -1.747 0.639 -1.068
C -1.930 0.579 1.244 -1.915 -3.067 -0.152 0.743
C 1.021 -0.105 2.698 -0.685 1.033 -0.240 1.132
C -1.393 2.986 1.288 0.117 -0.184 -0.578 0.440
C -0.057 -1.108 -1.416 -2.224 2.293 -2.822 0.190
C 0.513 -0.012 -0.984 1.407 1.375 -0.887 -0.515
C -1.155 -0.922 -2.540 -1.109 -1.741 1.420 -1.089
N -2.102 1.749 1.460 0.710 1.390 -0.178 -0.342
N -2.089 4.064 1.229 0.983 1.314 0.911 -0.719
N -0.069 2.812 1.110 0.796 2.212 -0.214 -0.317
O -2.203 -0.583 1.105 1.268 2.415 0.205 -0.516
O 0.879 -0.327 3.852 0.379 -0.497 -0.101 -0.574
O 2.468 1.460 -0.250 0.595 -0.081 -0.248 -0.673
S 1.925 0.118 0.126 -1.253 0.515 0.574 0.170
H 0.121 -2.085 -1.117 0.466 -1.559 0.798 0.439
H 0.387 0.999 -1.501 -0.193 -1.323 0.979 0.251
H -2.062 -1.620 -2.228 1.675 1.392 -0.926 0.250
H -1.551 0.098 -2.649 0.314 -0.247 0.524 0.321
H -0.810 -1.189 -3.551 0.032 -0.349 0.403 0.328
H -1.414 4.895 1.329 -1.222 -1.592 -0.576 0.210
H 0.333 1.849 1.333 0.219 0.712 -0.114 0.159
H 0.534 3.677 0.894 -1.428 -2.263 0.583 0.180
```
Positions in Å, forces in eV/Å.

Summary:
max |F|	4.26	eV Å⁻¹
E_HOMO	-4.5	eV
frontier orbital gap	7.81	eV
energy relative to the best compared isomer or geometry (same formula, charge and spin)	1.3049	eV
charge	-1
E_tot	-1059.66317	Ha

Entry 7:
Below is a structure of composition C7H8N4OPtSe5 at a distorted geometry, with properties calculated with wB97M-V/def2-TZVPD.

The geometry in XYZ format:
```
26
Properties=species:S:1:pos:R:3:forces:R:3:mulliken_charge:R:1
Pt 1.171 -0.235 0.171 1.106 0.455 0.992 0.431
Se 1.454 1.164 -1.872 -0.286 0.598 0.347 -0.098
Se 1.438 -0.404 -3.384 -0.043 -0.653 -0.149 0.250
Se 1.224 -2.562 -2.491 0.272 0.333 -0.558 0.278
Se 1.415 -2.633 -0.321 -0.364 -0.192 0.689 -0.044
Se -1.187 0.380 2.357 -0.129 -0.056 -0.085 0.373
N -0.751 -0.085 0.639 -0.492 -0.245 -0.836 -0.075
C -1.864 -0.172 -0.078 -0.007 -0.005 -0.006 1.500
C -1.966 -0.517 -1.455 -0.009 0.023 0.124 -0.171
C -3.199 -0.530 -2.018 -0.094 0.010 0.022 -0.627
C -4.394 -0.224 -1.275 0.040 -0.035 -0.098 -0.605
C -4.344 0.093 0.034 0.069 -0.003 0.066 -0.654
C -3.061 0.129 0.678 -0.044 0.001 -0.079 0.481
N -2.890 0.435 1.943 0.173 0.028 0.120 -0.673
H -1.079 -0.767 -2.018 -0.040 0.034 0.001 -0.120
H -3.300 -0.782 -3.066 -0.014 -0.013 0.006 0.427
H -5.345 -0.261 -1.788 0.009 0.005 -0.015 0.414
H -5.228 0.321 0.614 0.012 0.004 0.020 0.463
N 4.841 0.130 2.006 0.009 0.001 -0.047 -0.399
C 3.753 0.541 1.368 0.096 0.119 0.032 1.015
N 3.188 1.720 1.712 0.051 -0.039 -0.059 -0.394
O 3.257 -0.206 0.469 -0.258 -0.330 -0.543 -0.619
H 5.336 0.705 2.667 0.010 0.019 -0.025 0.199
H 5.238 -0.761 1.755 -0.019 -0.020 0.022 0.247
H 3.676 2.343 2.336 -0.026 -0.029 0.048 0.247
H 2.619 2.178 1.018 -0.025 -0.009 0.012 0.155
```
Positions in Å, forces in eV/Å.

Summary:
max |F|	1.55	eV Å⁻¹
E_HOMO	-15.0	eV
frontier orbital gap	5.11	eV
energy relative to the best compared isomer or geometry (same formula, charge and spin)	0.0000	eV
charge	+2
E_tot	-12691.70655	Ha

Entry 8:
Below is a structure of composition C7H8NO5 at a distorted geometry, with properties calculated with wB97M-V/def2-TZVPD.

The geometry in XYZ format:
```
21
Properties=species:S:1:pos:R:3:forces:R:3:mulliken_charge:R:1
C -1.997 -2.233 -0.877 3.628 0.562 -2.115 -0.139
C -1.956 -1.192 1.040 -2.632 0.339 2.257 0.863
C 0.586 -1.153 1.268 1.091 2.023 -0.722 0.421
C -0.047 1.174 1.774 -1.932 -0.795 -0.239 -1.312
C 1.550 -0.294 -1.091 5.513 -0.310 -1.401 -0.696
C -1.507 -0.309 -0.052 4.821 0.463 0.362 -0.065
C 0.202 0.192 0.585 -4.726 -0.249 1.342 0.876
N -1.297 -1.162 -1.240 -3.166 -1.412 1.416 -0.768
O -2.453 -2.395 0.323 -0.494 0.404 1.170 -0.399
O 1.767 -1.189 1.592 0.380 -1.121 0.733 -0.706
O -2.571 -0.887 2.074 1.178 -0.331 -1.438 -0.759
O -0.362 -1.941 1.494 -0.433 -0.808 0.176 -0.530
O 0.928 0.743 -0.405 0.824 0.124 -0.108 -0.453
H -1.882 -3.175 -1.409 -0.571 0.205 -0.570 0.406
H 0.180 2.247 1.554 -0.669 -0.941 -0.040 0.314
H 0.439 0.898 2.702 0.883 -0.141 -0.172 0.313
H -1.120 0.859 2.060 1.194 1.550 -0.320 0.323
H 2.253 0.116 -1.982 -1.778 -0.447 1.935 0.240
H 0.862 -0.964 -1.526 -0.783 -0.749 -0.380 0.371
H 2.324 -0.863 -0.374 -1.861 1.221 -1.687 0.242
H -2.045 0.604 -0.178 -0.467 0.412 -0.200 0.460
```
Positions in Å, forces in eV/Å.

Summary:
max |F|	5.70	eV Å⁻¹
E_HOMO	-4.6	eV
frontier orbital gap	8.37	eV
energy relative to the best compared isomer or geometry (same formula, charge and spin)	1.4119	eV
charge	-1
E_tot	-702.47793	Ha

Entry 9:
Below is a cluster of 2 separate species, C7H8O2S in total, with properties calculated with wB97M-V/def2-TZVPD.

The geometry in XYZ format:
```
18
Properties=species:S:1:pos:R:3:forces:R:3:mulliken_charge:R:1
C 0.034 -2.500 0.529 0.155 -0.314 -0.170 -0.945
C -0.196 -1.243 0.328 -0.125 0.219 0.052 0.201
C -0.473 0.016 0.181 0.213 0.284 0.046 0.292
S 0.509 1.317 0.901 0.181 -0.246 0.095 -0.157
C -0.638 2.518 0.368 -0.129 -0.162 -0.126 -0.245
C -1.658 2.053 -0.339 0.083 -0.048 0.183 -0.645
C -1.667 0.568 -0.570 0.139 0.057 -0.519 0.235
O -2.827 -0.079 -0.087 -0.289 -0.104 0.139 -0.510
H 0.654 -3.081 -0.139 0.111 -0.016 -0.111 0.261
H -0.405 -3.027 1.358 -0.144 -0.067 0.261 0.249
H -0.447 3.539 0.644 -0.043 0.203 -0.002 0.417
H -2.460 2.665 -0.715 -0.097 0.183 -0.116 0.329
H -1.551 0.358 -1.651 -0.032 0.015 0.278 0.199
H -3.591 0.250 -0.572 0.018 -0.022 -0.012 0.319
C 3.812 0.003 0.027 -0.518 -0.298 0.368 0.049
O 4.590 0.547 -0.693 0.341 0.219 -0.273 -0.404
H 3.138 -0.801 -0.318 0.004 -0.041 -0.161 0.147
H 3.696 0.258 1.094 0.131 0.138 0.069 0.209
```
Positions in Å, forces in eV/Å.

Summary:
max |F|	0.70	eV Å⁻¹
E_HOMO	-8.2	eV
frontier orbital gap	8.82	eV
SMILES	C=C=C1SC=C[C@@H]1O.C=O
energy relative to the best compared isomer or geometry (same formula, charge and spin)	2.8746	eV
charge	0
E_tot	-820.08008	Ha

Entry 10:
Below is an isolated molecule of C7H8O3 at a distorted geometry, with properties calculated with wB97M-V/def2-TZVPD.

The geometry in XYZ format:
```
18
Properties=species:S:1:pos:R:3:forces:R:3:mulliken_charge:R:1
C 1.527 1.308 -0.932 2.087 -1.698 -1.555 -1.292
C 0.541 1.077 0.136 -2.130 1.094 0.860 0.224
C 0.708 1.695 1.453 0.539 0.399 0.721 0.372
O 1.548 2.454 1.883 -0.633 -0.759 -0.865 -0.625
O -0.336 1.317 2.307 0.398 0.410 0.313 -0.354
C -1.029 0.256 1.770 -2.223 1.126 -1.914 -0.643
C -0.860 0.327 0.170 1.099 -2.796 1.250 1.250
C -1.169 -1.143 -0.353 -1.603 1.526 0.937 -1.456
C -1.228 1.566 -0.322 1.137 0.575 -0.649 0.163
O -1.777 2.448 -0.856 0.175 -0.342 0.333 -0.435
H 2.527 0.642 -0.916 -2.268 1.087 0.359 0.261
H 1.934 2.327 -0.943 -0.479 -0.119 -0.013 0.312
H 1.062 1.044 -1.911 0.418 0.483 0.458 0.329
H -2.133 0.310 2.010 1.180 0.061 -0.084 0.347
H -0.653 -0.682 2.067 0.630 -1.219 0.399 0.414
H -2.122 -1.443 0.180 1.336 -0.133 -0.116 0.335
H -0.307 -1.761 -0.181 0.168 -0.305 0.542 0.383
H -1.462 -1.293 -1.369 0.171 0.612 -0.978 0.414
```
Positions in Å, forces in eV/Å.

Summary:
max |F|	3.25	eV Å⁻¹
E_HOMO	-8.4	eV
frontier orbital gap	8.52	eV
SMILES	C[C@]12C(=O)OC[C@@]1(C)C2=O
energy relative to the best compared isomer or geometry (same formula, charge and spin)	2.9573	eV
charge	0
E_tot	-497.15584	Ha